No. 1
Computed, not measured: C6H12O in the gas phase, with wB97M-V/def2-TZVPD.

LUMO energy: 0.96 eV
Orbital gap: 10.924 eV
SMILES: CC1(C)OC1(C)C
Charge: 0
HOMO: -0.3662 Eh
Largest force on an atom: 0.0057 hartree/bohr
Spin multiplicity: 1

Geometry as XYZ:
```
19
C6H12O | the Open Molecules 2025 dataset | wB97M-V/def2-TZVPD
C 1.65 0.90 0.60
C 0.74 -0.22 0.13
C 1.36 -1.13 -0.93
O 0.00 -0.93 1.12
C -0.72 -0.08 0.23
C -1.36 1.12 0.92
C -1.64 -0.73 -0.78
H 2.68 0.55 0.66
H 1.36 1.27 1.59
H 1.62 1.74 -0.10
H 1.17 -0.77 -1.95
H 0.93 -2.13 -0.84
H 2.44 -1.21 -0.79
H -1.47 1.97 0.23
H -2.35 0.85 1.28
H -0.77 1.45 1.78
H -2.56 -1.06 -0.30
H -1.17 -1.59 -1.27
H -1.91 0.00 -1.55
```

No. 2
Computed, not measured: 2 unconnected molecules or ions with the total composition C4H8N2, with wB97M-V/def2-TZVPD.

LUMO energy: -11.45 eV
Orbital gap: 9.946 eV
Charge: +2
HOMO: -0.7862 Eh
Largest force on an atom: 0.1991 hartree/bohr
Spin multiplicity: 1

Geometry as XYZ:
```
14
C4H8N2 | the Open Molecules 2025 dataset | wB97M-V/def2-TZVPD
C 1.08 -1.69 -0.03
C -2.01 -0.69 0.15
C -1.83 0.64 -0.01
C 1.95 0.42 -0.27
N -1.43 -1.72 0.35
N 1.90 -0.85 -0.18
H 0.89 -2.65 -0.17
H -2.34 1.14 0.87
H -2.00 1.22 -0.91
H -0.70 0.59 0.32
H 3.00 0.91 -0.16
H 1.28 0.77 0.59
H 1.66 0.82 -1.31
H -1.59 -2.72 0.41
```

No. 3
Computed, not measured: 2 unconnected molecules or ions with the total composition C4H8FNO3, with wB97M-V/def2-TZVPD.

LUMO energy (spin up / spin down): 0.70 / -3.44 eV
Orbital gap (spin up / spin down): 6.151 / 7.137 eV
Charge: 0
Expectation value of S²: 2.009
HOMO (spin up / spin down): -0.2003 / -0.3887 Eh
Largest force on an atom: 0.1570 hartree/bohr
Spin multiplicity: 3

Geometry as XYZ:
```
17
C4H8FNO3 | the Open Molecules 2025 dataset | wB97M-V/def2-TZVPD
C 2.18 -1.31 0.46
C 0.96 2.14 0.55
C 0.82 0.81 -0.17
C 2.06 -0.08 -0.24
N -1.41 -2.12 -0.51
O 2.80 -0.31 1.03
O 2.06 -2.47 0.49
O -0.14 0.22 0.75
F 2.79 0.25 -1.33
H 1.02 1.98 1.59
H 0.02 2.84 0.34
H 1.96 2.51 0.27
H 0.29 0.68 -1.18
H -1.69 -2.64 -1.35
H -1.92 -2.37 0.33
H -0.43 -2.31 -0.38
H -0.69 -0.55 0.32
```

No. 4
Computed, not measured: 4 unconnected molecules or ions with the total composition H8O4, with wB97M-V/def2-TZVPD.

LUMO energy: 0.45 eV
Orbital gap: 11.566 eV
SMILES: O.O.O.O
Charge: 0
HOMO: -0.4085 Eh
Largest force on an atom: 0.0450 hartree/bohr
Spin multiplicity: 1

Geometry as XYZ:
```
12
H8O4 | the Open Molecules 2025 dataset | wB97M-V/def2-TZVPD
O -2.15 -1.15 1.42
H -2.71 -1.78 1.02
H -2.58 -0.33 1.18
O 2.57 0.26 -2.43
H 1.91 0.00 -1.77
H 2.54 1.24 -2.28
O 0.37 -0.81 0.56
H -0.49 -0.99 0.88
H 0.91 -0.80 1.33
O -0.24 1.74 0.30
H -0.23 1.76 -0.66
H 0.10 0.86 0.44
```

No. 5
Computed, not measured: 5 unconnected molecules or ions with the total composition C22H38Cl4O4P, with wB97M-V/def2-TZVPD.

LUMO energy: -2.85 eV
Orbital gap: 8.388 eV
Charge: +1
HOMO: -0.4129 Eh
Largest force on an atom: 0.0152 hartree/bohr
Spin multiplicity: 1

Geometry as XYZ:
```
69
C22H38Cl4O4P | the Open Molecules 2025 dataset | wB97M-V/def2-TZVPD
C -0.28 2.47 0.43
C 0.02 1.32 0.30
C 0.37 -0.07 0.08
P -0.03 -0.54 -1.64
C -0.13 0.96 -2.62
C 1.30 -1.50 -2.39
Cl 1.94 -0.92 -3.88
C 1.83 -2.60 -1.83
C 2.93 -3.45 -2.33
Cl 1.20 -3.10 -0.31
C -1.70 -1.32 -1.81
Cl -1.60 -2.93 -2.55
C -2.58 -1.29 -0.56
C -4.03 -1.61 -0.91
Cl -2.04 -2.42 0.70
H -0.26 3.53 0.38
H 1.44 -0.19 0.25
H -0.15 -0.70 0.80
H 0.77 1.53 -2.44
H -1.02 1.52 -2.36
H -0.15 0.66 -3.67
H 3.79 -3.35 -1.67
H 2.61 -4.49 -2.26
H 3.18 -3.23 -3.36
H -2.22 -0.71 -2.55
H -2.56 -0.27 -0.17
H -4.57 -1.79 0.02
H -4.10 -2.52 -1.49
H -4.51 -0.78 -1.42
C -4.63 -5.31 -3.70
C -5.97 -4.86 -3.18
O -6.24 -3.68 -3.09
C -6.95 -5.93 -2.78
H -4.03 -4.44 -3.95
H -4.11 -5.89 -2.93
H -4.75 -5.93 -4.59
H -6.52 -6.54 -1.98
H -7.18 -6.57 -3.63
H -7.87 -5.47 -2.42
C 1.24 7.35 -0.79
C 0.66 6.46 0.28
O -0.35 5.82 0.09
C 1.40 6.41 1.59
H 0.62 7.30 -1.68
H 1.28 8.38 -0.44
H 2.25 7.03 -1.04
H 1.45 7.41 2.04
H 2.42 6.05 1.44
H 0.89 5.75 2.28
C 0.30 5.97 6.32
C 1.13 6.98 5.55
O 1.87 6.64 4.66
C 0.97 8.42 5.95
H 0.50 4.97 5.93
H 0.56 6.00 7.38
H -0.76 6.19 6.20
H 1.25 8.55 7.00
H -0.06 8.74 5.83
H 1.62 9.04 5.33
C 5.73 -6.46 0.24
C 5.01 -5.16 0.47
O 5.17 -4.21 -0.27
C 4.10 -5.08 1.67
H 6.35 -6.38 -0.65
H 6.36 -6.70 1.09
H 5.00 -7.26 0.10
H 4.67 -5.27 2.58
H 3.31 -5.83 1.59
H 3.66 -4.09 1.74
```

No. 6
Computed, not measured: 2 unconnected molecules or ions with the total composition C4H12N2, with wB97M-V/def2-TZVPD.

LUMO energy: 0.87 eV
Orbital gap: 9.889 eV
SMILES: C=NC.CNC
Charge: 0
HOMO: -0.3315 Eh
Largest force on an atom: 0.0785 hartree/bohr
Spin multiplicity: 1

Geometry as XYZ:
```
18
C4H12N2 | the Open Molecules 2025 dataset | wB97M-V/def2-TZVPD
C 3.26 -1.69 -1.13
N 1.89 -1.37 -0.70
C 0.93 -1.14 -1.94
H 3.37 -2.69 -1.60
H 3.71 -1.14 -1.85
H 3.96 -1.35 -0.29
H 1.91 -0.43 -0.14
H 0.17 -0.40 -1.71
H 0.47 -2.06 -2.26
H 1.47 -0.90 -2.92
C -2.96 1.57 0.49
C -1.56 1.10 2.33
N -2.09 1.96 1.62
H -4.03 1.20 0.61
H -2.33 0.71 -0.02
H -2.84 2.44 -0.16
H -0.79 1.48 3.00
H -1.68 -0.02 2.41
```

No. 7
Computed, not measured: 14 unconnected molecules or ions with the total composition C21H8Cl52F9N3O2PS3, with wB97M-V/def2-TZVPD.

LUMO energy: -3.73 eV
Orbital gap: 8.231 eV
Charge: +1
HOMO: -0.4396 Eh
Largest force on an atom: 0.0282 hartree/bohr
Spin multiplicity: 1

Geometry as XYZ:
```
99
C21H8Cl52F9N3O2PS3 | the Open Molecules 2025 dataset | wB97M-V/def2-TZVPD
O 4.90 -0.88 3.94
P 3.41 -0.50 3.55
O 3.26 0.96 4.11
S 2.09 -1.75 4.09
C 3.41 -0.18 1.77
C 4.09 -0.88 0.80
N 3.82 -0.26 -0.38
N 4.29 -0.65 -1.64
C 5.25 -0.04 -2.12
S 6.43 0.55 -2.91
C 3.01 0.78 -0.17
N 2.74 0.84 1.13
C 1.88 1.89 1.71
C 0.73 1.37 2.56
C -0.61 1.27 1.84
F -1.56 1.08 2.77
F -0.85 2.43 1.19
C -0.66 0.12 0.79
F 0.04 0.56 -0.28
F -0.02 -0.96 1.25
S -2.40 -0.40 0.21
F -2.96 1.01 0.60
F -2.11 0.11 -1.26
F -1.85 -1.82 -0.23
F -2.70 -0.97 1.64
F -3.84 -0.82 -0.26
H 5.03 -1.82 3.78
H 3.92 1.16 4.80
H 4.72 -1.74 0.89
H 2.63 1.46 -0.91
H 2.54 2.50 2.33
H 1.54 2.52 0.90
H 0.95 0.44 3.06
H 0.55 2.10 3.34
C -5.54 2.96 -1.98
Cl -6.46 2.92 -0.47
Cl -4.07 2.01 -1.82
Cl -6.54 2.30 -3.27
Cl -5.08 4.62 -2.36
C 5.19 0.60 -6.75
Cl 4.65 2.06 -5.91
Cl 6.93 0.69 -7.01
Cl 4.82 -0.82 -5.75
Cl 4.36 0.46 -8.29
C -1.40 4.78 -4.22
Cl -1.36 6.41 -3.55
Cl -2.99 4.46 -4.89
Cl -0.17 4.64 -5.49
Cl -1.04 3.62 -2.94
C 3.80 -4.76 -5.29
Cl 3.73 -3.83 -6.78
Cl 4.42 -3.73 -3.98
Cl 2.18 -5.32 -4.86
Cl 4.87 -6.15 -5.50
C -0.82 -1.37 -4.65
Cl -1.72 -2.44 -3.58
Cl 0.80 -1.10 -3.99
Cl -0.66 -2.11 -6.24
Cl -1.65 0.18 -4.79
C -1.88 -6.14 -1.54
Cl -1.91 -4.52 -0.82
Cl -3.53 -6.65 -1.91
Cl -0.92 -6.10 -3.02
Cl -1.15 -7.27 -0.39
C -8.68 -0.52 0.10
Cl -9.58 0.63 1.08
Cl -6.95 -0.32 0.40
Cl -9.15 -2.17 0.53
Cl -9.03 -0.24 -1.61
C 4.49 5.18 1.36
Cl 3.33 4.80 2.64
Cl 3.76 6.30 0.22
Cl 5.93 5.88 2.07
Cl 4.92 3.67 0.51
C 8.62 -1.92 2.40
Cl 10.10 -1.58 1.52
Cl 8.66 -1.15 3.99
Cl 7.23 -1.27 1.49
Cl 8.41 -3.66 2.59
C -9.89 -5.52 2.65
Cl -10.79 -4.34 3.61
Cl -8.16 -5.28 2.90
Cl -10.34 -7.15 3.13
Cl -10.27 -5.28 0.94
C 0.92 0.36 7.71
Cl -0.05 -0.04 6.29
Cl 0.21 -0.40 9.13
Cl 2.57 -0.22 7.50
Cl 0.95 2.11 7.92
C 5.69 3.20 6.51
Cl 5.90 1.43 6.38
Cl 4.78 3.76 5.09
Cl 4.79 3.57 7.97
Cl 7.27 3.96 6.54
C -10.83 1.26 -4.88
Cl -11.77 2.40 -3.93
Cl -9.11 1.51 -4.55
Cl -11.28 -0.39 -4.45
Cl -11.15 1.52 -6.60
```

No. 8
Computed, not measured: a molecular structure, C58H64AsBrCl5N4O2RhSi, with wB97M-V/def2-TZVPD.

LUMO energy (spin up / spin down): -0.38 / -2.56 eV
Orbital gap (spin up / spin down): 6.025 / 5.291 eV
Charge: 0
Expectation value of S²: 6.068
HOMO (spin up / spin down): -0.2353 / -0.2887 Eh
Largest force on an atom: 0.0079 hartree/bohr
Spin multiplicity: 5

Geometry as XYZ:
```
137
C58H64AsBrCl5N4O2RhSi | the Open Molecules 2025 dataset | wB97M-V/def2-TZVPD
Rh -1.35 0.53 0.05
O 5.44 0.61 0.67
C 4.90 0.22 -0.39
O 5.34 0.08 -1.54
C 3.38 -0.06 -0.25
C 2.59 -0.29 -1.35
C 1.20 -0.26 -1.22
N 0.64 -0.09 -0.02
C 1.40 0.00 1.09
C 2.77 0.03 1.01
C 0.64 0.05 2.37
C 1.27 -0.01 3.61
C 0.49 -0.04 4.75
C -0.89 -0.04 4.64
C -1.44 0.03 3.37
N -0.70 0.08 2.27
C 0.29 -0.42 -2.36
C 0.50 -1.41 -3.29
C -0.50 -1.82 -4.16
C -1.79 -1.24 -4.01
C -1.98 -0.22 -3.15
N -0.94 0.30 -2.36
H 3.07 -0.38 -2.32
H 3.42 0.18 1.86
H 2.34 -0.03 3.67
H 0.96 -0.08 5.73
H -1.53 -0.09 5.51
H -2.52 0.04 3.22
H 1.45 -1.94 -3.26
H -0.33 -2.62 -4.86
H -2.63 -1.61 -4.58
H -2.93 0.28 -3.02
Cl -2.64 -1.62 0.20
C -3.90 -0.42 -0.09
C -3.36 0.85 -0.17
C -4.26 1.85 -0.51
Cl -3.69 3.46 -0.77
C -5.62 1.57 -0.68
Cl -6.72 2.84 -1.07
C -6.11 0.27 -0.56
Cl -7.78 -0.07 -0.77
C -5.22 -0.77 -0.27
Cl -5.73 -2.40 -0.15
C -3.97 7.71 3.07
C -2.94 6.65 2.75
C -1.60 6.97 2.64
C -0.63 6.03 2.28
C 0.80 6.49 2.41
C -1.05 4.72 1.96
As 0.27 3.43 1.22
N -0.52 2.42 -0.19
C 0.07 2.38 -1.46
C 1.38 2.56 -1.75
C 1.88 2.52 -3.10
C 0.98 2.38 -4.16
C -0.34 2.14 -3.91
C -0.83 1.83 -2.54
C 1.36 4.67 0.18
C 2.74 4.64 0.41
C 3.42 3.71 1.39
C 3.56 5.48 -0.34
C 3.05 6.34 -1.30
C 3.95 7.24 -2.10
C 1.68 6.35 -1.50
C 0.82 5.53 -0.79
C -0.64 5.58 -1.15
C -2.37 4.35 2.26
C -2.80 2.92 2.35
C -3.30 5.32 2.60
H -3.50 8.61 3.46
H -4.69 7.35 3.80
H -4.53 7.98 2.17
H -1.27 7.98 2.87
H 0.85 7.23 3.21
H 1.18 6.96 1.50
H 1.48 5.69 2.68
H 2.11 2.71 -0.97
H 2.93 2.65 -3.27
H 1.34 2.47 -5.18
H -1.06 2.07 -4.72
H -1.85 2.19 -2.39
H 2.75 3.34 2.17
H 4.25 4.23 1.88
H 3.84 2.84 0.89
H 4.63 5.45 -0.16
H 4.99 7.12 -1.80
H 3.67 8.29 -1.97
H 3.88 7.01 -3.16
H 1.26 7.02 -2.25
H -0.98 6.62 -1.20
H -1.28 5.07 -0.44
H -0.80 5.13 -2.13
H -2.28 2.27 1.65
H -3.87 2.81 2.18
H -2.58 2.56 3.36
H -4.33 5.02 2.79
C 1.53 -7.43 1.88
C 0.95 -6.01 1.72
C 1.99 -5.01 2.25
C -0.27 -5.89 2.64
Si 0.46 -5.66 -0.10
Br 0.22 -3.41 -0.20
C 1.85 -6.04 -1.37
C 1.67 -5.26 -2.68
C 3.22 -5.63 -0.81
C 1.89 -7.54 -1.70
C -1.26 -6.36 -0.59
C -2.42 -5.63 0.11
C -1.36 -7.86 -0.25
C -1.49 -6.20 -2.10
H 1.72 -7.62 2.94
H 2.47 -7.56 1.35
H 0.84 -8.21 1.53
H 2.22 -5.27 3.29
H 1.60 -3.99 2.24
H 2.92 -5.02 1.70
H 0.06 -6.00 3.68
H -1.01 -6.67 2.46
H -0.76 -4.92 2.55
H 1.74 -4.19 -2.51
H 0.74 -5.46 -3.19
H 2.49 -5.54 -3.36
H 3.25 -4.58 -0.53
H 3.97 -5.78 -1.59
H 3.52 -6.23 0.05
H 1.00 -7.88 -2.24
H 2.00 -8.17 -0.81
H 2.75 -7.74 -2.34
H -2.45 -5.81 1.19
H -3.36 -5.99 -0.31
H -2.38 -4.55 -0.05
H -1.29 -8.05 0.83
H -0.60 -8.46 -0.74
H -2.34 -8.23 -0.58
H -1.43 -5.15 -2.40
H -2.50 -6.55 -2.33
H -0.80 -6.78 -2.70
```

No. 9
Computed, not measured: a gas-phase ion, C3H4NS (charge +1), with wB97M-V/def2-TZVPD.

LUMO energy (spin up / spin down): -6.76 / -7.89 eV
Orbital gap (spin up / spin down): 7.269 / 8.812 eV
Charge: +1
Expectation value of S²: 2.029
HOMO (spin up / spin down): -0.5156 / -0.6139 Eh
Largest force on an atom: 0.0669 hartree/bohr
Spin multiplicity: 3

Geometry as XYZ:
```
9
C3H4NS | the Open Molecules 2025 dataset | wB97M-V/def2-TZVPD
C -0.51 -0.79 0.54
C -1.27 1.17 -1.40
C 0.63 0.09 0.20
N -1.66 -0.80 0.12
S 0.25 1.27 -1.15
H -0.01 -1.47 1.28
H -2.05 1.78 -1.95
H 0.51 0.73 1.03
H 1.64 -0.19 0.08
```

No. 10
Computed, not measured: a molecular structure, C37H33BIrN9S2, with wB97M-V/def2-TZVPD.

LUMO energy (spin up / spin down): -1.05 / -1.30 eV
Orbital gap (spin up / spin down): 4.037 / 6.556 eV
Charge: 0
Expectation value of S²: 6.036
HOMO (spin up / spin down): -0.1870 / -0.2887 Eh
Largest force on an atom: 0.0236 hartree/bohr
Spin multiplicity: 5

Geometry as XYZ:
```
83
C37H33BIrN9S2 | the Open Molecules 2025 dataset | wB97M-V/def2-TZVPD
Ir -0.35 -0.17 0.13
N 6.61 -0.57 7.74
C 5.83 -0.54 6.90
C 4.86 -0.49 5.85
C 3.98 -1.56 5.66
C 3.04 -1.50 4.65
C 2.98 -0.40 3.80
C 3.86 0.66 3.99
C 4.79 0.62 5.02
C 1.98 -0.35 2.70
C 0.63 -0.23 3.07
C 0.16 -0.08 4.40
C -1.22 0.04 4.32
C -1.55 -0.04 2.96
N -0.45 -0.20 2.20
C 2.48 -0.43 1.41
C 3.83 -0.71 1.05
C 3.86 -0.79 -0.33
C 2.54 -0.55 -0.77
N 1.72 -0.32 0.26
H 4.05 -2.42 6.30
H 2.36 -2.33 4.49
H 3.81 1.52 3.34
H 5.47 1.45 5.18
H 0.76 -0.05 5.29
H -1.91 0.17 5.14
H -2.53 0.00 2.53
H 4.64 -0.86 1.73
H 4.71 -1.00 -0.96
H 2.19 -0.51 -1.79
C 2.66 2.99 0.51
N 2.09 2.86 -0.81
C 2.81 2.86 -1.98
C 1.91 2.72 -2.98
N 0.64 2.64 -2.43
B -0.56 2.73 -3.39
N -1.97 1.83 -3.14
C -4.36 2.03 -2.24
C -4.93 0.86 -2.90
N -4.29 -0.34 -3.09
C -5.07 -1.50 -3.46
C -1.99 0.43 -2.51
S -0.35 -0.32 -2.30
C 0.77 2.71 -1.09
S -0.45 2.58 0.09
H 3.60 2.45 0.55
H 1.97 2.57 1.24
H 2.83 4.04 0.76
H 3.88 2.96 -2.01
H 2.05 2.67 -4.04
H -0.96 3.85 -3.43
H -0.15 2.34 -4.45
H -5.11 2.79 -2.06
H -5.99 0.86 -3.10
H -6.12 -1.32 -3.25
H -4.74 -2.37 -2.88
H -4.96 -1.75 -4.52
C -0.52 -5.51 0.36
C -0.58 -4.76 1.52
C -0.41 -3.39 1.44
N -0.21 -2.75 0.29
C -0.13 -3.47 -0.83
C -0.29 -4.85 -0.84
H -0.66 -6.58 0.38
H -0.74 -5.23 2.48
H -0.45 -2.77 2.33
H 0.05 -2.92 -1.74
H -0.22 -5.39 -1.78
C -2.56 -0.45 -0.22
C -2.61 0.58 -1.16
C -2.87 -0.40 -3.48
C -2.73 0.33 -4.78
C -2.44 1.61 -4.52
C -2.97 2.60 -2.35
C -3.29 1.87 -1.10
C -2.52 2.69 -5.43
N -2.64 3.53 -6.21
H -2.44 -1.46 -0.60
H -3.22 -0.37 0.63
H -2.57 -1.44 -3.49
H -3.03 -0.05 -5.74
H -2.84 3.67 -2.38
H -3.47 2.38 -0.15
```